Density functional theory data (ωB97M-V/def2-TZVPD) for a gas-phase ion, C4H14N2O (charge +2) in a non-equilibrium geometry.

Geometry as XYZ:
```
21
Properties=species:S:1:pos:R:3
H -1.2701 -0.3409 1.4163
H 1.4142 -2.3721 0.4321
H 1.3540 1.2373 -0.8444
H -1.7526 -1.1293 0.0678
O -0.3288 -2.3727 1.3377
H 0.3915 1.1550 0.9038
H 2.0065 -0.9564 1.0173
C 0.3494 -0.6846 -0.1647
H -0.2333 2.9821 -2.0950
H -0.8539 -2.3769 2.2644
H 0.2110 3.5194 -0.7447
C 0.5381 0.7892 -0.1492
C -0.7472 1.4746 -0.7266
H 2.4135 -1.4867 -0.5158
N 1.6016 -1.3958 0.2118
H -1.6316 1.3923 -0.1489
C -0.8630 -1.0755 0.7094
H -1.4100 3.5414 -1.0832
H -0.8391 0.8568 -1.6635
N -0.6141 2.9586 -1.1246
H 0.2542 -1.0015 -1.3316
```

SMILES: [NH3+]CC[C@@H]([NH3+])CO
HOMO energy: -18.496 eV
HOMO-LUMO gap: 0.426 hartree
charge: +2
relative energy (zero: lowest compared OMol25 entry of this formula, charge and spin): 239.3 kJ/mol


Density functional theory data (ωB97M-V/def2-TZVPD) for a single C5H7NO molecule in a non-equilibrium geometry.

Geometry as XYZ:
```
14
Properties=species:S:1:pos:R:3
H 2.8196 1.0122 0.6525
H -1.8419 1.5431 0.4592
H 2.0838 -0.2126 2.6064
N -2.2800 -0.5659 0.3146
H -1.3768 -0.8748 -1.6482
H -2.6085 0.7767 -1.2398
C 1.0360 0.2183 0.4529
H -1.7023 -1.3587 0.5943
O 2.5802 -0.6914 1.9363
C -2.0890 -0.2128 -1.0673
C -1.4575 0.5908 0.0788
C 2.3847 0.0108 0.7383
C -0.1203 0.4250 0.2562
H 2.7732 -0.6202 -0.0392
```

SMILES: OCC#C[C@H]1CN1
HOMO energy: -8.534 eV
HOMO-LUMO gap: 0.343 hartree
relative energy (zero: lowest compared OMol25 entry of this formula, charge and spin): 488.0 kJ/mol


Density functional theory data (ωB97M-V/def2-TZVPD) for 2 unconnected molecules or ions with the total composition C7H12N2O in a non-equilibrium geometry.

Geometry as XYZ:
```
22
Properties=species:S:1:pos:R:3
H -1.9015 -0.8818 -0.5803
C -0.9677 1.7739 -1.4501
H 0.0756 3.0304 -0.0218
C -0.8402 0.3687 -2.0330
H -0.4745 -1.6442 -1.2975
C -0.8775 -0.7028 -0.9187
H -1.8764 1.8383 -0.8490
C 0.4753 0.9709 0.4112
O 2.5342 -1.3749 1.0226
C -0.0596 -0.1874 0.1671
H 2.7982 -3.4799 2.3570
N 0.4503 -1.5992 1.7909
C 2.0849 -2.7921 2.8037
H 1.2080 -3.3219 3.1747
H 1.1039 1.1817 1.2600
C 0.2347 2.0988 -0.5685
H 1.1368 2.2183 -1.1769
H -1.6454 0.1737 -2.7432
H -1.0425 2.5065 -2.2561
N 1.6514 -1.8193 1.7630
H 0.1092 0.2930 -2.5668
H 2.5627 -2.2467 3.6201
```

HOMO energy: -8.809 eV
HOMO-LUMO gap: 0.344 hartree
relative energy (zero: lowest compared OMol25 entry of this formula, charge and spin): 542.4 kJ/mol


Density functional theory data (ωB97M-V/def2-TZVPD) for a molecular structure, C37H52N9OP2Pb.

Geometry as XYZ:
```
102
Properties=species:S:1:pos:R:3
H -2.8490 -0.1092 3.5613
H 0.1384 -2.4480 -1.5673
H 1.8016 -0.1965 -4.8915
H -1.4627 1.0688 -6.0635
H 2.7833 -0.5331 -3.4640
N -3.5159 0.6323 -0.3601
H 5.1668 -1.7209 1.2762
H 1.8755 -1.5925 3.9842
C -0.6462 0.8292 -5.3820
H -4.8528 -1.0373 -0.4666
C -4.6895 0.0240 -0.3953
C 1.5860 -0.5296 2.1450
H 4.4406 -2.0602 4.7018
H -3.8470 -3.9208 -1.8244
H 1.1991 0.5231 5.2291
H -2.2254 2.7915 -4.5362
N -1.5379 2.5833 -0.2538
H 1.3871 -4.9546 2.0460
C 4.1708 -1.3795 1.5284
C -3.8361 1.9564 -0.2750
C 1.8210 2.3825 -3.1512
H -0.6371 -2.1806 3.0585
H 1.3410 2.4790 -4.1155
H -0.6946 3.0461 2.2522
H 0.3962 3.6854 3.4794
H 3.6183 2.0705 0.2447
H -3.0408 -1.8439 3.7675
H 1.4034 -3.2515 1.7122
H -0.8734 1.5952 4.1891
C 3.1332 2.1312 -0.7209
H -4.7048 -3.8200 -0.2712
C 2.9493 3.1729 -2.8989
H -2.1945 2.5652 -2.7944
N -0.8297 -3.1015 0.6489
H 1.5073 -3.0416 -2.5023
C 1.2353 1.4399 4.6438
C 1.3235 1.4912 -2.2163
O -2.5258 -2.1150 -0.4760
H 4.4486 3.6445 -1.4363
C 2.1793 -0.1338 0.9133
H 4.2530 3.6357 -4.5201
H -2.7105 -6.3930 0.2367
C -0.2822 -4.2245 1.1191
H -1.0279 -0.3384 5.4996
C -1.6019 2.4731 -3.7009
H 2.1952 1.4871 4.1279
H 0.2845 -1.5020 5.2974
C -2.1340 -5.4892 0.3768
C -0.9854 -1.2496 3.5128
C 0.0781 1.5705 3.6476
H -0.5152 -6.3864 1.4070
H -4.1740 4.6667 -0.3197
C 1.0367 -2.1424 -2.1030
H -6.6503 0.8251 -0.3516
H 1.0564 2.7746 2.1236
H 1.7337 -1.7004 -1.3882
C 3.5867 3.0292 -1.6623
Pb -1.1502 -0.0914 -0.0946
C -3.9590 -4.3703 -0.8414
H 2.6869 4.4354 -4.6200
N 0.9167 -4.1344 1.7028
H -4.2821 -5.4013 -0.9482
N 1.4269 0.5494 -0.0034
C -2.4817 -1.0817 3.2243
H 2.3050 -1.8467 -4.5387
H 1.1864 2.2780 5.3399
C 1.9722 -0.9112 -4.0885
N -5.6468 0.9478 -0.3378
C 3.4826 -0.5903 0.6314
H 3.8583 -3.5278 3.9363
H 0.4306 3.2196 -0.3188
C 0.7235 -1.1810 -3.2465
C 1.9897 1.3415 -0.9639
H -2.7117 -1.1921 2.1621
C 2.3095 -1.3166 3.0314
C -1.1529 1.0322 -3.9495
N -2.6745 -4.3505 -0.1359
C -0.9443 -5.4784 1.0123
H -0.7622 3.1647 -3.6354
C -0.6034 3.5303 -0.3309
N -2.2019 5.2819 -0.4026
H 3.9102 5.0032 -3.4726
C 3.6089 -1.7531 2.7511
C -2.8100 2.9971 -0.2612
H -1.3718 -2.0583 5.4633
H -2.0255 0.3788 -3.8229
C -0.9397 4.8750 -0.4152
H 5.3723 -2.7983 3.3988
H -0.3445 -0.1965 -5.5860
P -0.0657 0.0610 2.5988
C 3.4693 4.1200 -3.9319
H 0.1827 1.4913 -5.6281
P -0.0496 0.3796 -2.6225
C -3.1383 4.3501 -0.3237
N -5.1255 2.1817 -0.2621
C -0.7456 -1.2797 5.0275
C -2.0096 -3.1570 0.0091
C 4.3653 -2.5798 3.7454
H -0.1715 5.6349 -0.4879
C 0.2126 2.8408 2.8151
H -0.0568 -1.6229 -3.8755
H 3.9301 -0.3536 -0.3250
```

HOMO energy (spin up / spin down): -15.335 / -15.347 eV
HOMO-LUMO gap (spin up / spin down): 0.189 / 0.210 hartree
charge: +3


Density functional theory data (ωB97M-V/def2-TZVPD) for a single C4H11N3S molecule in a non-equilibrium geometry.

Geometry as XYZ:
```
19
Properties=species:S:1:pos:R:3
H 0.8134 1.7496 -1.1302
H 0.3687 -0.6853 -2.0466
C 0.3183 -0.6173 0.1549
H -1.1117 -2.4484 -1.1816
H -2.1566 -1.2794 -0.8040
H 0.6623 -1.6361 0.3153
H 1.9848 0.3592 1.1465
N 1.0915 1.6944 -0.1597
H -1.6211 1.0887 2.2687
C 1.4968 0.3150 0.1770
H -0.7224 0.4736 -1.4125
S -1.6231 -1.5802 1.9197
H -0.2842 1.6999 1.1797
C -0.7187 -0.3347 1.2853
N -1.4105 -1.4993 -1.4584
H 2.2261 -0.0329 -0.5503
H 1.8903 2.3179 -0.0635
C -0.3552 -0.5287 -1.2566
N -0.8487 0.9440 1.6166
```

SMILES: NCC(CN)C(N)=S
HOMO energy: -8.120 eV
HOMO-LUMO gap: 0.324 hartree
relative energy (zero: lowest compared OMol25 entry of this formula, charge and spin): 0.0 kJ/mol


Density functional theory data (ωB97M-V/def2-TZVPD) for 2 unconnected molecules or ions with the total composition C3H6N2OS in a non-equilibrium geometry.

Geometry as XYZ:
```
13
Properties=species:S:1:pos:R:3
C -0.1572 -2.5773 0.4380
O -2.9182 0.2518 1.0322
C 1.7564 0.9945 -0.3547
H 2.0717 1.0109 0.6478
H 2.3228 1.8471 -0.9895
H 2.1348 0.0165 -0.8822
N 0.2066 -2.6823 -0.6527
H -0.3299 0.8636 1.2174
H -0.4516 -2.2616 1.3854
C 0.3326 0.8903 -0.7334
N -0.5361 0.6783 0.1761
S -2.2929 0.8610 -0.0825
H -2.1391 0.1073 -1.2017
```

HOMO energy: -8.378 eV
HOMO-LUMO gap: 0.329 hartree
relative energy (zero: lowest compared OMol25 entry of this formula, charge and spin): 570.1 kJ/mol


Values for energy, hartree, ordered as above
-344.8588, -324.5386, -458.4823, -2883.9273, -721.4686, -700.6721